Record 1
# C3H14O3S

4 unconnected molecules or ions with the total composition C3H14O3S in a non-equilibrium geometry (ωB97M-V/def2-TZVPD, the OMol25 dataset).

Positions of all 21 atoms, in Å:
C1 -1.75739 0.75361 -1.74375
C2 -1.06405 -0.38979 -1.00195
C3 -2.01883 -1.20453 -0.13262
S1 -2.21077 -0.35748 1.48880
H1 -2.26792 1.35771 -1.00069
H2 -2.41397 0.43904 -2.54762
H3 -0.96701 1.29521 -2.27570
H4 -0.46526 -1.05358 -1.64411
H5 -0.22383 0.06138 -0.47392
H6 -1.61569 -2.18381 0.08723
H7 -2.94461 -1.33682 -0.67438
H8 -3.51224 -0.04154 1.45886
O1 2.50642 -0.51538 2.97552
H9 2.75324 -0.34378 2.05820
H10 1.95827 0.18680 3.32210
O2 1.55160 1.42631 0.10392
H11 1.94046 2.14435 -0.39549
H12 0.63008 1.60565 0.30544
O3 3.63603 -0.43766 0.28735
H13 3.47610 -1.38167 0.12352
H14 3.00937 -0.02404 -0.32071

Summary:
**Structure (SMILES)**: CCCS.O.O.O
**Electronic energy**: -746.58363 hartree
**LUMO energy**: 0.379 eV
**HOMO-LUMO gap**: 0.3530 Ha
**ΔE to the lowest compared entry with this formula, charge and spin**: 63.7 kJ/mol

Calculated atomic charges, method natural (NBO), unit e: -0.62, -0.42, -0.51, -0.07, 0.21, 0.21, 0.21, 0.21, 0.21, 0.22, 0.22, 0.13, -0.98, 0.50, 0.47, -0.96, 0.48, 0.49, -0.95, 0.47, 0.49

***

Record 2
# C21H48MnNO2P2

A molecular structure, C21H48MnNO2P2 in a non-equilibrium geometry (ωB97M-V/def2-TZVPD, the OMol25 dataset).

Positions of all 75 atoms, in Å:
Mn1 -0.15966 0.01885 -0.71042
P1 -0.09285 -2.20335 -1.04609
P2 -0.09556 2.27671 -0.75836
N1 1.62723 0.07043 -1.43461
C1 1.57576 -2.37979 -1.82671
H1 2.10606 -3.26490 -1.45249
H2 1.44389 -2.49088 -2.91065
C2 2.42503 -1.11944 -1.58872
H3 3.12759 -1.28042 -0.73450
H4 3.09376 -0.95572 -2.45936
C3 2.43225 1.26909 -1.38194
H5 3.14850 1.22824 -2.22792
H6 3.08956 1.30831 -0.48073
C4 1.58192 2.54350 -1.49281
H7 1.45549 2.76258 -2.56265
H8 2.10876 3.38626 -1.02816
C5 0.06198 3.08783 0.91199
C6 -1.18071 2.90304 1.78339
H9 -0.91292 3.11867 2.82806
H10 -1.57472 1.88025 1.74241
H11 -1.99089 3.58725 1.49869
C7 -1.28676 3.25744 -1.77953
C8 -2.65864 3.42146 -1.11420
H12 -3.38075 3.72837 -1.88402
H13 -2.65038 4.20823 -0.34781
H14 -3.03278 2.49140 -0.66661
C9 -1.30056 -3.03194 -2.17732
C10 -2.66301 -3.27729 -1.51814
H15 -3.39432 -3.49892 -2.30820
H16 -3.03308 -2.40497 -0.96376
H17 -2.64159 -4.14509 -0.84487
C11 0.07754 -3.23745 0.49424
C12 -1.11606 -3.09774 1.43747
H18 -0.86361 -3.57671 2.39476
H19 -2.01621 -3.58568 1.04196
H20 -1.35144 -2.04791 1.64666
C13 -1.83269 -0.01230 -0.06089
C14 -0.75181 4.60462 -2.27426
H21 -0.65685 5.33185 -1.45912
H22 0.21469 4.51456 -2.78088
H23 -1.47030 5.01085 -2.99886
C15 -0.78504 -4.30410 -2.85675
H24 -1.51636 -4.60191 -3.62008
H25 0.17640 -4.15515 -3.35859
H26 -0.68908 -5.13559 -2.14879
C16 0.40172 -4.70720 0.23557
H27 0.73566 -5.15552 1.18225
H28 -0.48504 -5.26712 -0.09010
H29 1.20786 -4.85130 -0.49273
C17 0.47300 4.55947 0.86296
H30 -0.37077 5.20733 0.58921
H31 0.79539 4.85688 1.87083
H32 1.31091 4.75520 0.18521
H33 0.88528 2.50759 1.36926
H34 0.94186 -2.76470 0.99281
H35 -1.41450 2.59932 -2.65676
H36 -1.43538 -2.26076 -2.95527
O1 -2.92663 -0.02665 0.39644
H37 -0.02044 0.10514 -2.46495
H38 -0.91323 0.08081 -2.20670
C18 3.06756 0.44088 2.55964
C19 2.18222 -0.78273 2.47101
O2 0.78348 -0.49556 2.37191
C20 0.25298 0.06289 3.57649
C21 -1.21860 -0.26172 3.70175
H39 2.98973 1.05801 1.65670
H40 4.10229 0.10807 2.67296
H41 2.81803 1.04255 3.43677
H42 2.42844 -1.37223 1.57109
H43 2.35517 -1.41578 3.35474
H44 0.77793 -0.33505 4.45995
H45 0.40920 1.15517 3.55743
H46 -1.35366 -1.31971 3.95942
H47 -1.63927 0.32822 4.52354
H48 -1.78896 -0.05400 2.78776

Summary:
**Spin multiplicity**: 4
**Electronic energy**: -2866.69116 hartree
**Net charge**: +3
**LUMO energy (spin up / spin down)**: -10.661 / -14.562 eV
**HOMO-LUMO gap (spin up / spin down)**: 0.2952 / 0.1526 Ha
**Expectation value of S²**: 3.837

Calculated atomic charges, method Löwdin, unit e: 0.14, 1.03, 1.03, -0.16, -0.25, 0.10, 0.10, -0.24, 0.14, 0.15, -0.24, 0.15, 0.13, -0.25, 0.10, 0.10, -0.51, -0.10, 0.10, 0.04, 0.09, -0.51, -0.08, 0.11, 0.08, 0.07, -0.51, -0.08, 0.11, 0.06, 0.08, -0.51, -0.09, 0.11, 0.08, 0.03, -0.19, -0.07, 0.08, 0.08, 0.11, -0.07, 0.11, 0.08, 0.08, -0.07, 0.11, 0.09, 0.08, -0.07, 0.09, 0.11, 0.08, 0.09, 0.08, 0.11, 0.11, 0.15, 0.19, 0.13, 0.00, -0.17, 0.05, -0.15, -0.02, 0.07, 0.13, 0.11, 0.12, 0.17, 0.17, 0.17, 0.11, 0.12, 0.06

***

Record 3
# C12H16Cl2NO4Os

A molecular structure, C12H16Cl2NO4Os (ωB97M-V/def2-TZVPD, the OMol25 dataset).

Positions of all 36 atoms, in Å:
Os1 -0.17371 -0.05400 -0.24099
C1 -1.43723 2.28705 -1.68746
O1 -0.23698 1.92594 -0.95651
C2 1.00162 2.18605 -1.67313
C3 1.36930 0.97051 -2.49714
O2 1.47635 -0.10577 -1.55388
C4 1.99667 -1.33932 -2.07626
H1 -1.37134 3.34377 -1.93785
H2 -2.27280 2.11519 -1.01607
H3 -1.54468 1.67447 -2.58052
H4 1.74752 2.36322 -0.90038
H5 0.88238 3.07280 -2.29420
H6 2.32950 1.12135 -2.99300
H7 0.60568 0.72744 -3.24174
H8 2.96960 -1.14603 -2.52546
H9 1.31143 -1.75356 -2.81759
H10 2.10227 -2.01247 -1.23142
C5 -2.10790 -3.08388 -2.01385
C6 -1.37685 -1.92151 -1.44322
O3 -0.76122 -2.02574 -0.31971
O4 -1.32398 -0.79464 -2.01102
H11 -3.16000 -2.82013 -2.12058
H12 -2.00352 -3.95458 -1.37402
H13 -1.72286 -3.30006 -3.01009
Cl1 -1.84858 0.16025 1.38649
C7 -0.77627 0.19803 2.78872
C8 -1.27626 0.26467 4.06316
C9 -0.34286 0.28647 5.09622
C10 1.01762 0.24051 4.83306
C11 1.47719 0.16841 3.52629
Cl2 3.16635 0.10885 3.21845
C12 0.57343 0.14309 2.45514
N1 1.00125 0.05654 1.12833
H14 -2.33882 0.29936 4.25776
H15 -0.68596 0.34040 6.12018
H16 1.73366 0.25732 5.64230

Summary:
**Electronic energy**: -1833.35838 hartree
**Net charge**: +1
**LUMO energy**: -3.975 eV
**HOMO-LUMO gap**: 0.2757 Ha
**ΔE to the lowest compared entry with this formula, charge and spin**: 0.0 kJ/mol

Calculated atomic charges, method natural (NBO), unit e: 1.16, -0.26, -0.51, -0.10, -0.11, -0.52, -0.25, 0.21, 0.22, 0.21, 0.23, 0.22, 0.22, 0.21, 0.21, 0.19, 0.23, -0.72, 0.79, -0.63, -0.71, 0.26, 0.25, 0.25, 0.18, 0.07, -0.27, -0.15, -0.23, 0.02, 0.07, -0.06, -0.42, 0.24, 0.24, 0.25

***

Record 4
# C17H22N2O7RhSSe2

A molecular structure, C17H22N2O7RhSSe2 (ωB97M-V/def2-TZVPD, the OMol25 dataset).

Positions of all 52 atoms, in Å:
Rh1 -0.15795 -0.12520 0.19271
O1 1.22186 -3.98168 1.21380
C1 1.46758 -2.92809 0.67772
O2 1.17333 -1.75467 1.26278
C2 2.10788 -2.83123 -0.68110
C3 2.89159 -1.54299 -0.95529
C4 3.73765 -1.74609 -2.22328
C5 2.66533 -1.60690 -3.33918
C6 1.39712 -1.44100 -2.49897
O3 1.88631 -0.63283 -1.41151
C7 1.05470 -2.78796 -1.83979
C8 -0.41645 -2.93539 -1.37449
O4 -0.99377 -3.97332 -1.68362
O5 -0.92558 -1.94788 -0.74216
H1 2.72515 -3.72391 -0.76563
H2 3.40603 -1.11491 -0.09890
H3 4.49727 -0.96950 -2.30270
H4 4.23619 -2.71538 -2.22864
H5 2.83674 -0.71259 -3.93865
H6 2.61729 -2.46828 -4.00324
H7 0.55684 -0.93697 -2.96884
H8 1.23988 -3.61175 -2.52433
O6 -1.95414 4.72562 1.99038
C9 -1.40711 5.06084 0.71701
C10 -0.78675 3.82728 0.05216
C11 -0.05168 4.39647 -1.17573
O7 0.25686 3.49279 -2.20533
C12 0.19824 3.23614 1.05459
Se1 1.29728 1.75573 0.40337
C13 -1.94873 2.87694 -0.28050
Se2 -1.69801 1.10699 -1.10250
H9 -2.41409 5.49515 2.33317
H10 -0.63196 5.83064 0.83261
H11 -2.19161 5.45673 0.05865
H12 0.85342 4.90610 -0.80303
H13 -0.68311 5.16392 -1.64152
H14 0.61528 2.69185 -1.78738
H15 -0.32363 2.95052 1.96285
H16 0.91766 4.01031 1.34111
H17 -2.61298 3.37231 -0.99545
H18 -2.51864 2.72274 0.63322
S1 -1.16612 0.40883 2.17788
C14 -1.88471 -1.13230 2.61680
N1 -1.10240 -2.21913 2.46534
C15 -1.63941 -3.41472 2.67625
C16 -2.94561 -3.54929 3.11094
C17 -3.63993 -2.37144 3.32980
N2 -3.13497 -1.16853 3.07993
H19 0.41433 -1.96979 1.90563
H20 -0.99109 -4.26354 2.49416
H21 -3.39264 -4.51735 3.28232
H22 -4.65870 -2.39326 3.70661

Summary:
**Electronic energy**: -6608.93826 hartree
**Net charge**: -1
**LUMO energy (spin up / spin down)**: 2.592 / 2.592 eV
**HOMO-LUMO gap (spin up / spin down)**: 0.2541 / 0.2541 Ha
**ΔE to the lowest compared entry with this formula, charge and spin**: 80.3 kJ/mol

Calculated atomic charges, method natural (NBO), unit e: 0.53, -0.61, 0.82, -0.75, -0.34, 0.08, -0.43, -0.43, 0.08, -0.53, -0.35, 0.79, -0.68, -0.82, 0.23, 0.22, 0.21, 0.20, 0.21, 0.21, 0.23, 0.23, -0.73, -0.05, -0.15, -0.05, -0.75, -0.57, -0.05, -0.58, 0.05, 0.46, 0.16, 0.16, 0.15, 0.16, 0.49, 0.24, 0.21, 0.21, 0.24, -0.03, 0.27, -0.53, 0.12, -0.34, 0.09, -0.46, 0.53, 0.22, 0.22, 0.19

***

- electronic energy of number 1 (C3H14O3S)?
  -746.58363 hartree

***

- Look up the electronic energy of the first one.
  -746.58363 hartree

***

- Which value of electronic energy does entry 1 give?
  -746.58363 hartree